Entry 1:
C2H4NP | ωB97M-V with the def2-TZVPD basis set

```
8
Properties=species:S:1:pos:R:3:forces:R:3
H 1.6682 -1.8437 0.1285 -1.44 1.56 -0.04
N 1.4100 -0.8226 0.0086 2.72 -1.09 -0.34
C 0.2976 -0.3513 -0.2177 -0.97 -0.34 0.19
C -0.3342 0.9813 -0.3347 -0.08 -3.19 -2.03
P -1.5027 -0.5601 -0.0024 0.04 1.01 -0.70
H 0.0050 1.5558 0.4339 0.26 2.09 1.96
H -0.3173 1.3600 -1.3461 -0.24 0.27 0.01
H -1.2267 -0.3195 1.3299 -0.30 -0.32 0.93
```
Positions in Å, forces in eV/Å.

Output
- Structure (SMILES): [H]/N=C1/CP1
- DFT total energy: -474.62080 a.u.
- Frontier orbital gap: 0.3429 Ha

---

Entry 2:
C3H6N2OS | ωB97M-V with the def2-TZVPD basis set

```
13
Properties=species:S:1:pos:R:3:forces:R:3
C 1.2275 -0.3621 -2.3443 0.57 -0.62 -0.57
C -1.8639 0.3763 0.8697 -1.37 2.31 -1.10
C 0.8479 0.6895 1.2165 0.02 -1.54 -0.47
N 2.1918 -0.0459 -2.9209 0.19 0.36 0.29
N 0.0750 -0.7564 -1.9212 -1.25 -0.02 0.88
O -0.5363 -1.7326 0.8849 1.24 -0.48 -0.14
S -0.4413 -0.3444 0.4283 -1.89 0.22 1.31
H -2.8715 -0.0194 1.0270 0.85 -1.03 0.14
H -2.0435 1.3031 0.3017 0.61 0.16 0.53
H 1.1873 1.2785 0.4179 0.61 0.96 -1.20
H 0.6503 1.3313 2.0576 -0.48 -0.44 0.49
H 1.5760 -0.1162 1.3344 0.29 0.37 0.59
H 0.0008 -1.6018 -1.3516 0.61 -0.24 -0.75
```
Positions in Å, forces in eV/Å.

Output
- DFT total energy: -700.64149 a.u.
- Frontier orbital gap (alpha / beta): 0.2901 / 0.2558 Ha

---

Entry 3:
C4H3I2N | ωB97M-V with the def2-TZVPD basis set

```
10
Properties=species:S:1:pos:R:3:forces:R:3
C -0.4669 1.4273 0.0225 -1.15 0.18 -0.13
C 2.0822 1.2276 -0.1559 -0.02 -0.65 0.33
C 0.8200 1.4020 0.0465 1.26 -0.37 -0.33
C -1.3663 -1.7809 0.1144 -0.91 0.11 0.25
N -1.6499 1.5377 -0.1149 0.27 1.15 0.01
I 3.0129 -0.7091 0.0498 -0.21 0.42 -0.05
I -2.8823 -0.4686 0.1158 0.40 -1.35 0.09
H 2.8193 1.9644 -0.4168 0.09 0.22 0.01
H -1.2844 -2.4294 -0.7377 0.13 0.15 -0.34
H -1.0847 -2.1710 1.0764 0.14 0.14 0.16
```
Positions in Å, forces in eV/Å.

Output
- DFT total energy: -804.14307 a.u.
- Frontier orbital gap (alpha / beta): 0.2557 / 0.2361 Ha

---

Entry 4:
C14H40KO7 | ωB97M-V with the def2-TZVPD basis set

```
62
Properties=species:S:1:pos:R:3:forces:R:3
K 1.1153 0.5686 -0.9379 -0.22 0.12 0.00
C -6.1797 1.0107 4.0004 0.80 0.09 0.72
C -4.8637 1.6369 3.5035 1.11 -1.51 -1.85
O -3.8163 0.7211 3.3532 -0.78 0.58 0.54
H -6.5011 0.1250 3.4522 0.36 0.04 -0.35
H -7.0190 1.7062 4.0086 -0.08 0.24 0.26
H -5.9001 0.6715 4.9978 -0.60 -0.12 0.38
H -4.5590 2.5358 4.0395 -0.20 0.27 1.09
H -5.0865 2.0742 2.5303 -0.38 0.32 -0.90
C 0.1883 5.7746 -8.1725 0.67 0.12 0.51
C 0.1262 6.1964 -6.6644 -0.29 -1.45 0.98
O 0.4563 5.2229 -5.7354 0.06 0.11 -0.90
H 1.2393 5.6660 -8.4403 0.20 -0.11 -0.13
H -0.2452 6.4838 -8.8777 -0.15 0.42 0.06
H -0.2803 4.8129 -8.3810 -0.16 -0.13 0.41
H -0.8824 6.5591 -6.4662 -0.96 0.21 -0.18
H 0.7167 7.0902 -6.4628 0.68 0.65 -0.61
C -5.4054 -0.8716 -4.9847 -0.42 0.48 0.43
C -4.4989 0.3141 -4.6403 -0.62 0.21 -0.32
O -3.2030 0.0247 -5.0473 1.53 -0.60 -0.51
H -6.3949 -0.7063 -4.5586 -0.08 0.09 0.08
H -5.0886 -1.8496 -4.6224 0.40 0.19 0.07
H -5.5531 -0.9258 -6.0633 0.24 -0.03 -0.02
H -4.4395 0.6545 -3.6065 -0.68 -0.46 0.38
H -4.8297 1.1792 -5.2151 -0.46 0.13 -0.02
H -2.7174 0.8503 -5.1121 0.13 0.03 -0.08
C 1.7932 1.8110 7.8741 1.08 -0.49 0.87
C 2.4250 0.8275 6.8876 -1.28 0.94 0.37
O 2.1419 1.4168 5.6442 0.67 -0.28 -1.72
H 2.0083 1.4745 8.8883 -0.37 0.06 0.30
H 0.7222 1.9255 7.7070 0.07 -0.22 0.04
H 2.2640 2.7886 7.7705 -0.03 -0.01 -0.16
H 1.9809 -0.1617 6.9987 -0.06 -0.16 -0.09
H 3.5056 0.7107 6.9702 -0.02 0.26 0.11
H 1.2464 1.2355 5.3495 -0.12 -0.11 0.24
C 3.3316 -5.0997 2.8547 -0.76 0.71 1.06
C 4.2134 -4.7618 1.6953 -0.77 -0.31 -0.50
O 3.4041 -4.4885 0.4969 0.78 0.11 0.93
H 2.6513 -4.2716 3.0536 -0.63 -0.06 -0.65
H 3.8302 -5.0309 3.8215 0.72 -0.73 -0.09
H 2.7815 -6.0365 2.7661 0.06 0.10 -0.02
H 4.8760 -5.6089 1.5179 0.31 0.26 -0.25
H 4.7654 -3.8675 1.9846 0.20 0.01 -0.58
H 3.4368 -5.2532 -0.0825 0.06 -0.05 0.09
C -3.1454 -6.7731 -0.8554 0.79 0.38 0.85
C -2.8221 -5.4039 -0.2591 0.22 -0.48 -0.97
O -4.0163 -4.8078 0.1426 -0.30 0.42 0.52
H -3.8851 -6.7645 -1.6559 0.06 0.17 0.16
H -3.4789 -7.3530 0.0052 -0.31 -0.36 -0.32
H -2.2056 -7.2047 -1.1996 -0.08 -0.20 -0.21
H -2.3126 -4.7501 -0.9669 0.13 0.01 -0.41
H -2.1335 -5.5071 0.5795 0.08 -0.28 0.22
H -3.7269 -4.0737 0.6894 -0.59 0.36 0.18
C 7.3607 2.5970 0.0677 0.00 -0.14 -0.28
C 6.3283 3.4952 -0.6129 0.47 -0.28 0.47
O 6.0005 2.9235 -1.8803 0.04 0.17 0.42
H 8.2913 2.5306 -0.4961 -0.06 0.23 -0.25
H 6.9967 1.5712 0.1245 -0.17 0.02 0.20
H 7.6429 2.9483 1.0602 -0.27 0.06 0.05
H 6.7279 4.5076 -0.6720 0.16 0.13 -0.51
H 5.4435 3.6102 0.0132 -0.22 -0.31 0.10
H 5.1783 3.3191 -2.1789 0.03 0.15 -0.21
```
Positions in Å, forces in eV/Å.

Output
- Charge: -1
- DFT total energy: -1683.76172 a.u.
- Frontier orbital gap: 0.0770 Ha